(1)
Computed, not measured: the molecule C6H9N in a non-equilibrium geometry, with wB97M-V/def2-TZVPD.

Geometry as XYZ:
```
16
Properties=species:S:1:pos:R:3:forces:R:3
C 2.555 0.010 0.000 -0.694 -0.840 -0.124
C 1.206 -0.008 0.025 -0.222 1.582 0.808
C 0.245 -1.240 -0.106 1.907 -1.573 -2.621
C -1.051 -0.652 0.341 1.334 -0.161 0.496
C -1.065 0.658 -0.349 0.825 0.789 -0.921
C 0.201 1.265 0.156 1.504 0.005 1.328
H 3.246 0.909 0.019 -1.206 -1.283 -0.032
H 2.965 -1.032 -0.080 0.233 1.308 0.143
H 0.600 -2.230 0.321 -0.368 1.397 -0.108
H 0.390 -1.347 -1.237 -1.006 -0.426 1.198
H -0.889 -0.405 1.392 -0.293 -0.302 0.226
H -2.814 0.047 0.710 -0.390 0.690 0.141
H -0.880 0.634 -1.404 -0.223 -0.552 -0.738
H 0.218 1.575 1.191 -0.141 0.003 0.535
H 0.558 2.120 -0.390 0.114 0.269 -0.533
N -2.277 -0.067 -0.133 -1.375 -0.906 0.202
```
Forces are in eV/Å.

The multiplicity is 1. Its energy relative to the best compared isomer or geometry (same formula, charge and spin) is 502.0 kJ/mol. The calculation puts the electronic energy at -288.590851 Eh. The structure (SMILES) is C=C1C[C@@H]2N[C@H]2C1. Its charge is 0.

=====

(2)
Computed, not measured: a structure of composition CH2BrN3 in a non-equilibrium geometry, with wB97M-V/def2-TZVPD.

Geometry as XYZ:
```
7
Properties=species:S:1:pos:R:3:forces:R:3
C -0.093 -0.983 0.968 -0.044 -1.572 0.259
N 0.462 -1.964 1.231 -0.484 -0.029 0.275
N 0.787 0.273 -0.850 -1.935 0.705 2.868
N -0.430 0.236 0.625 3.203 1.762 -2.779
Br -2.080 0.864 0.118 -0.289 -0.555 -0.011
H 1.312 1.141 -0.540 -1.238 -0.924 -0.889
H 0.042 0.432 -1.551 0.787 0.612 0.276
```
Forces are in eV/Å.

The multiplicity is 1. Its energy relative to the best compared isomer or geometry (same formula, charge and spin) is 439.7 kJ/mol. The calculation puts the electronic energy at -2777.425742 Eh. Its charge is 0.

=====

(3)
Computed, not measured: a structure of composition C29H34BCrN9O3S2Se2, with wB97M-V/def2-TZVPD.

Geometry as XYZ:
```
81
Properties=species:S:1:pos:R:3:forces:R:3
Cr -0.305 0.421 0.030 -0.256 0.336 -0.145
Se -2.513 -0.899 -2.557 -0.029 0.112 0.028
Se -3.165 1.259 -2.030 -0.016 -0.106 -0.082
C -3.395 0.917 -0.164 -0.029 0.025 0.035
C -4.603 1.301 0.386 -0.009 -0.038 -0.001
C -4.895 0.941 1.692 0.018 -0.013 0.010
C -3.988 0.147 2.366 0.033 0.035 -0.001
C -2.781 -0.149 1.760 0.044 -0.059 0.026
N -2.444 0.265 0.528 -0.005 0.062 0.097
C -0.701 -0.465 -2.991 0.008 -0.023 -0.043
C -0.258 -0.883 -4.232 0.000 0.038 -0.035
C 1.030 -0.566 -4.642 0.000 0.020 0.059
C 1.809 0.192 -3.796 -0.030 -0.039 -0.029
C 1.294 0.558 -2.565 0.133 0.020 0.111
N 0.071 0.229 -2.130 -0.050 -0.137 -0.066
H -5.320 1.836 -0.220 0.014 0.013 -0.012
H -5.827 1.241 2.150 -0.020 -0.007 0.005
H -4.178 -0.218 3.363 -0.006 -0.001 0.041
H -2.037 -0.720 2.291 -0.016 0.015 -0.015
H -0.934 -1.417 -4.885 -0.015 -0.017 0.017
H 1.396 -0.894 -5.605 0.006 0.016 -0.027
H 2.816 0.486 -4.050 0.021 0.005 0.000
H 1.917 1.103 -1.884 0.027 -0.017 0.032
N -4.000 3.647 4.809 -0.037 0.037 0.002
C -2.884 2.901 4.526 0.037 -0.020 -0.014
C -1.998 3.308 3.517 0.007 -0.006 0.007
C -0.910 2.528 3.195 -0.011 0.030 -0.024
C -0.704 1.315 3.843 0.033 -0.054 -0.017
C -1.558 0.911 4.863 -0.015 -0.020 0.025
C -2.631 1.705 5.211 -0.009 -0.023 -0.027
S 0.609 0.269 3.371 -0.049 -0.083 -0.034
O 0.735 -0.779 4.330 0.037 0.033 -0.018
O 1.762 1.083 3.039 0.114 0.117 -0.028
N 0.094 -0.327 1.914 -0.143 0.103 0.300
C 0.413 -1.548 1.438 0.161 0.005 -0.213
N 0.977 -2.569 2.077 -0.075 -0.051 0.048
C 1.155 -3.658 1.353 0.012 -0.020 -0.011
C 0.818 -3.770 0.000 -0.022 0.043 -0.048
C 0.307 -2.650 -0.603 0.036 -0.066 0.041
N 0.097 -1.544 0.118 -0.050 -0.004 -0.022
H -4.021 4.597 4.476 0.000 -0.009 0.005
H -4.447 3.506 5.699 0.007 -0.001 -0.002
H -2.160 4.241 2.991 -0.019 0.017 -0.015
H -0.218 2.869 2.438 -0.002 -0.020 -0.006
H -1.367 -0.016 5.386 0.009 -0.019 -0.007
H -3.288 1.397 6.015 -0.013 0.008 0.004
H 1.605 -4.501 1.866 0.001 0.001 0.034
H 0.992 -4.682 -0.548 0.001 0.003 -0.030
H 0.071 -2.605 -1.658 -0.009 -0.022 -0.001
B -1.835 4.895 -0.017 0.102 -0.202 0.063
C -1.280 3.427 -0.039 0.117 -0.017 -0.032
N -0.863 2.347 -0.046 -0.027 -0.043 -0.014
H -3.041 4.806 0.017 -0.053 0.003 -0.003
H -1.417 5.433 -1.012 -0.022 0.035 -0.028
H -1.374 5.383 0.992 -0.012 0.063 0.036
C 8.225 -2.218 0.409 0.031 0.000 0.004
C 7.161 -1.181 0.291 -0.020 0.021 0.001
C 7.295 0.131 0.637 -0.025 -0.013 -0.008
C 6.178 0.976 0.461 0.059 -0.017 0.026
N 5.019 0.555 -0.005 -0.009 0.013 -0.047
C 4.871 -0.745 -0.346 0.024 -0.009 0.085
S 3.454 -1.415 -0.923 -0.034 -0.040 -0.038
N 5.964 -1.573 -0.196 -0.020 -0.026 -0.012
C 6.273 2.425 0.821 -0.026 0.017 -0.007
H 9.138 -1.783 0.805 0.002 -0.001 -0.004
H 8.440 -2.659 -0.565 -0.006 0.003 0.000
H 7.901 -3.017 1.078 -0.003 -0.001 -0.002
H 8.227 0.505 1.030 0.013 0.006 0.004
H 5.814 -2.535 -0.471 0.007 0.040 0.027
H 7.288 2.716 1.077 0.015 0.003 0.000
H 5.625 2.625 1.674 -0.018 0.004 0.022
H 5.919 3.034 -0.010 -0.012 0.005 -0.004
C 2.412 3.442 0.998 0.010 0.034 -0.043
C 2.114 2.474 -0.121 -0.152 0.011 0.016
O 1.472 1.261 0.381 0.165 0.053 -0.030
H 2.953 4.292 0.580 -0.013 0.018 0.014
H 3.032 2.983 1.765 0.023 -0.024 0.034
H 1.501 3.819 1.460 -0.020 0.011 -0.006
H 3.036 2.156 -0.610 -0.023 -0.015 0.013
H 1.418 2.912 -0.834 0.077 -0.004 -0.050
H 1.769 1.141 1.315 0.027 -0.142 0.025
```
Forces are in eV/Å.

The multiplicity is 2. Its energy relative to the best compared isomer or geometry (same formula, charge and spin) is 0.0 kJ/mol. The calculation puts the electronic energy at -8512.409956 Eh. Its charge is +1.

=====

(4)
Computed, not measured: a structure of composition C4H32B6CaO in a non-equilibrium geometry, with wB97M-V/def2-TZVPD.

Geometry as XYZ:
```
44
Properties=species:S:1:pos:R:3:forces:R:3
Ca -0.139 0.288 -0.571 -0.985 -1.267 -0.867
B 1.510 -1.689 -0.391 0.750 -1.388 0.209
H 2.214 -0.767 -0.509 1.283 0.953 -0.013
H 0.998 -1.911 -1.404 -0.428 -0.115 -0.961
H 2.028 -2.734 -0.049 0.569 -0.296 0.398
H 0.699 -1.407 0.387 -0.844 -0.284 1.233
B -0.650 2.730 -0.032 -0.758 1.252 0.686
H -1.256 2.479 0.974 -0.259 0.118 0.478
H -0.652 3.921 -0.255 0.278 0.571 -0.074
H 0.401 2.263 0.098 1.701 0.268 0.200
H -1.147 2.175 -0.926 -0.811 -0.084 -0.922
B -2.550 -0.452 0.886 -0.426 -0.392 0.432
H -3.149 -1.027 0.042 -0.261 -0.324 -0.177
H -2.049 0.508 0.415 0.099 0.596 -0.104
H -3.342 -0.042 1.724 -0.242 0.252 0.651
H -1.721 -1.191 1.375 0.406 -0.261 0.400
B -1.618 -2.802 -1.777 -0.056 -0.178 0.036
H -1.228 -1.886 -1.068 -0.047 -0.111 -0.323
H -2.797 -2.684 -1.978 -0.552 -0.107 0.013
H -1.063 -2.892 -2.852 0.430 0.110 -0.457
H -1.382 -3.847 -1.175 0.086 -0.601 0.400
B 0.869 0.658 -2.915 1.133 -0.546 -1.490
H -0.127 0.060 -2.843 -0.939 -0.525 -0.046
H 0.894 1.514 -2.138 0.226 1.460 0.849
H 1.762 -0.109 -2.695 0.528 -0.145 -0.024
H 0.992 1.073 -4.050 -0.009 0.434 -0.475
B -3.410 0.376 -2.603 0.013 0.193 -0.340
H -2.216 0.129 -2.494 -0.308 0.101 0.249
H -4.124 -0.460 -2.123 -0.268 -0.470 0.146
H -3.739 1.445 -2.125 -0.005 0.631 0.187
H -3.624 0.426 -3.816 -0.203 0.082 -0.726
C 3.217 0.852 3.066 -0.683 0.327 0.591
C 2.274 -0.282 3.434 0.077 -1.679 0.197
C 1.009 -0.026 2.627 0.234 1.295 1.476
O 1.442 0.682 1.482 -0.286 -0.499 0.068
C 2.714 1.235 1.656 0.899 -0.283 -0.303
H 4.264 0.553 3.133 0.045 0.065 -0.297
H 3.065 1.670 3.783 0.054 0.119 -0.141
H 2.046 -0.455 4.495 0.026 0.687 0.098
H 2.691 -1.262 3.169 0.113 0.214 -0.531
H 0.403 0.695 3.201 -0.279 -0.233 -0.007
H 0.410 -0.918 2.474 0.060 0.088 -0.829
H 2.692 2.311 1.459 -0.195 0.045 0.216
H 3.391 0.799 0.910 -0.169 -0.071 -0.105
```
Forces are in eV/Å.

The multiplicity is 1. Its energy relative to the best compared isomer or geometry (same formula, charge and spin) is 0.0 kJ/mol. The calculation puts the electronic energy at -1072.874516 Eh. Its charge is -4.

=====

Question: Which value of multiplicity does entry 2 give?
Answer: 1